{
  "formula": "C3H5O4Ru",
  "method": "ωB97M-V with the def2-TZVPD basis set",
  "spin_multiplicity": 7,
  "charge": 1,
  "e_lumo_ev": [-3.80, -8.02],
  "homo_lumo_gap_ev": [8.43, 7.78],
  "energy_ha": -512.6550,
  "relative_energy_kj_mol": 0.0,
  "elements": ["O", "C", "C", "O", "O", "C", "H", "H", "H", "H", "O", "H", "Ru"],
  "xyz": [[-0.39503, 3.44133, 1.16939], [0.44805, 3.52029, 0.17544], [-0.80296, 1.95310, 1.39463], [1.34924, 4.30861, 0.04297], [0.51297, 2.32452, -0.48828], [-0.24208, 1.29438, 0.17982], [-1.89147, 1.90026, 1.47521], [-0.30150, 1.67514, 2.32743], [-0.98278, 0.94907, -0.54909], [0.55026, 0.37825, 0.25493], [2.11414, 0.12788, -0.81370], [2.55059, -0.64558, -1.17317], [2.32098, 1.83396, -1.60026]],
  "atomic_forces_ev_per_a": [[-1.38, -1.68, 0.12], [2.61, 0.91, 2.31], [0.47, 2.02, 0.55], [-1.41, -0.29, -0.88], [-0.28, -0.69, -0.90], [1.35, -3.22, -1.34], [0.33, 0.18, 0.00], [-0.26, 0.12, -0.23], [-0.12, 0.19, 0.35], [-2.31, 2.27, 0.66], [0.10, -0.35, 0.19], [0.29, -0.75, -0.04], [0.62, 1.30, -0.78]],
  "lowdin_charge": [0.116, -0.595, 0.022, 0.138, -0.240, -0.129, 0.146, 0.146, 0.142, 0.151, -0.433, 0.038, 1.498]
}


{
  "formula": "C3H5O5P",
  "method": "ωB97M-V with the def2-TZVPD basis set",
  "spin_multiplicity": 1,
  "charge": -2,
  "e_lumo_ev": 6.89,
  "homo_lumo_gap_ev": 7.64,
  "energy_ha": -834.8950,
  "relative_energy_kj_mol": 189.0,
  "elements": ["C", "C", "C", "O", "O", "O", "O", "O", "P", "H", "H", "H", "H", "H"],
  "xyz": [[-1.76157, 0.43385, 0.14369], [1.58467, 0.85943, 0.57082], [-0.70965, -0.40898, -0.53008], [-2.86328, -0.23189, 0.23910], [1.90051, -1.51742, -0.84438], [-1.61008, 1.64883, 0.40815], [1.01380, -1.61502, 1.61014], [-1.30594, -1.52552, -1.07476], [1.03626, -0.90031, 0.25359], [2.48498, 0.80272, 1.11440], [1.95574, 1.31119, -0.38247], [0.83613, 1.66128, 0.88671], [-0.28114, 0.61951, -1.50696], [-2.28043, -1.13767, -0.88795]],
  "atomic_forces_ev_per_a": [[-1.45, 0.83, 0.49], [-0.86, 1.33, -1.95], [3.54, 1.45, -2.13], [0.16, 0.84, -0.06], [-0.81, 0.68, 0.76], [0.16, -0.91, 0.22], [-0.50, 0.73, -1.32], [-1.70, 1.25, -0.25], [-0.17, 0.47, 0.20], [0.95, 0.04, 1.45], [-0.37, -0.59, 0.14], [0.75, -1.59, 0.23], [-0.88, -2.84, 2.15], [1.19, -1.68, 0.07]],
  "lowdin_charge": [-0.715, -0.230, -0.404, -0.116, -0.475, -0.100, -0.477, -0.151, 0.377, -0.021, 0.016, 0.042, 0.173, 0.080]
}


{
  "formula": "C3H5P",
  "method": "ωB97M-V with the def2-TZVPD basis set",
  "spin_multiplicity": 1,
  "charge": 0,
  "e_lumo_ev": -0.09,
  "homo_lumo_gap_ev": 9.25,
  "energy_ha": -458.4818,
  "relative_energy_kj_mol": 261.6,
  "elements": ["C", "C", "C", "P", "H", "H", "H", "H", "H"],
  "xyz": [[2.25303, 0.33002, -0.12484], [-1.10465, -0.81707, -0.03826], [1.37878, 1.13877, 0.01117], [-1.85093, 0.24945, 1.06948], [3.13092, -0.24224, 0.16422], [-2.74120, 0.46604, 0.11372], [-1.49123, -1.42551, -0.87545], [-0.03173, -1.12278, 0.04804], [0.45701, 1.42332, -0.36807]],
  "atomic_forces_ev_per_a": [[2.16, -0.59, 1.54], [1.27, -0.66, 0.73], [-0.02, -0.62, -1.08], [2.49, -1.28, -0.48], [-0.57, 0.20, -0.63], [-2.60, 0.39, -1.08], [-0.51, 1.15, 0.19], [-0.99, 0.21, 0.67], [-1.23, 1.20, 0.13]],
  "lowdin_charge": [-0.005, -0.457, -0.048, 0.745, 0.033, -0.213, 0.000, -0.029, -0.026]
}


{
  "formula": "C3H5P",
  "method": "ωB97M-V with the def2-TZVPD basis set",
  "spin_multiplicity": 1,
  "charge": 0,
  "e_lumo_ev": [-0.39, -0.50],
  "homo_lumo_gap_ev": [9.09, 7.78],
  "energy_ha": -458.4377,
  "relative_energy_kj_mol": 377.6,
  "elements": ["C", "C", "C", "P", "H", "H", "H", "H", "H"],
  "xyz": [[0.87231, 1.03341, 0.10728], [-0.49825, 0.46770, -0.10943], [0.17995, -0.90421, -0.48155], [1.82290, -0.33446, -0.18459], [0.98083, 2.04688, 0.38910], [-1.16961, 0.25337, 0.69155], [-1.17807, 0.88564, -0.81891], [-0.72166, -1.77552, 1.46539], [-0.28839, -1.67282, -1.05885]],
  "atomic_forces_ev_per_a": [[-1.12, 0.40, 0.27], [1.13, -2.32, -0.65], [-1.18, 0.70, 0.73], [-0.08, -0.15, -0.01], [0.76, 0.86, 0.26], [-0.03, 0.32, 1.42], [0.03, 0.58, -1.13], [0.44, 0.12, -0.72], [0.05, -0.50, -0.17]],
  "lowdin_charge": [-0.402, -0.363, -0.410, 0.879, 0.029, 0.044, 0.084, 0.126, 0.013]
}


{
  "formula": "C3H5PS",
  "method": "ωB97M-V with the def2-TZVPD basis set",
  "spin_multiplicity": 1,
  "charge": 0,
  "e_lumo_ev": 0.93,
  "homo_lumo_gap_ev": 9.50,
  "energy_ha": -856.7245,
  "relative_energy_kj_mol": 241.4,
  "elements": ["C", "C", "C", "P", "S", "H", "H", "H", "H", "H"],
  "xyz": [[0.04716, -0.48235, 0.37519], [-0.92051, 0.71091, 0.37248], [-0.86908, -0.22867, -0.75390], [1.85915, -0.55336, 0.08209], [-2.47040, -0.13987, 0.14208], [-0.33165, -1.33466, 0.92291], [-0.77440, 1.81057, 0.33879], [-0.75293, -0.37982, -1.74306], [2.50604, 0.14646, 1.11739], [1.70663, 0.45079, -0.85396]],
  "atomic_forces_ev_per_a": [[-0.55, -0.69, 1.31], [0.95, 0.94, -1.22], [-1.02, 0.23, 3.06], [-0.42, -0.81, -0.53], [0.28, -0.29, -0.18], [0.22, 0.02, 0.75], [0.02, -1.10, 0.25], [0.32, 0.42, -3.14], [-0.46, 0.47, 0.13], [0.66, 0.81, -0.44]],
  "lowdin_charge": [-0.628, -0.513, -0.530, 0.828, 0.841, 0.060, 0.114, 0.065, -0.125, -0.113]
}


{
  "formula": "C3H5PS3",
  "method": "ωB97M-V with the def2-TZVPD basis set",
  "spin_multiplicity": 1,
  "charge": 0,
  "e_lumo_ev": -0.54,
  "homo_lumo_gap_ev": 8.32,
  "energy_ha": -1653.1867,
  "relative_energy_kj_mol": 12.8,
  "elements": ["C", "C", "C", "P", "S", "S", "S", "H", "H", "H", "H", "H"],
  "xyz": [[-0.85293, 0.22289, -0.96040], [-0.23222, -0.71049, 0.89866], [-1.15706, 0.30614, 0.32915], [2.65208, 0.05234, -0.49577], [3.46445, -1.35894, 0.55540], [0.33857, -1.08814, -0.81510], [2.51530, 1.94190, -0.02168], [-1.15596, 0.72238, -1.86018], [2.73365, -0.19912, -1.87060], [0.58106, -0.30967, 1.50670], [-0.69966, -1.55669, 1.40144], [-1.80104, 0.98643, 0.86196]],
  "atomic_forces_ev_per_a": [[-0.04, -0.20, -0.10], [0.14, -0.31, 0.36], [0.08, 0.52, -0.08], [0.48, 0.35, 0.51], [-0.34, 0.35, -0.28], [0.08, 0.27, 0.31], [-0.33, -1.21, -0.39], [-0.10, 0.14, -0.12], [0.10, 0.20, -0.04], [0.00, -0.05, -0.06], [0.11, -0.06, -0.11], [-0.18, 0.00, 0.00]],
  "lowdin_charge": [-0.348, -0.393, -0.214, -0.334, 0.092, 0.823, 0.115, 0.075, -0.079, 0.065, 0.090, 0.107]
}


{
  "formula": "C3H6",
  "method": "ωB97M-V with the def2-TZVPD basis set",
  "spin_multiplicity": 1,
  "charge": 0,
  "e_lumo_ev": 1.40,
  "homo_lumo_gap_ev": 11.79,
  "energy_ha": -117.8503,
  "relative_energy_kj_mol": 56.8,
  "elements": ["C", "C", "C", "H", "H", "H", "H", "H", "H"],
  "xyz": [[0.43775, -0.66529, 0.17269], [0.26240, 0.57421, -0.62059], [-0.77832, 0.19760, 0.37809], [1.18955, -0.60182, 0.90438], [0.35487, -1.68817, -0.23960], [0.18593, 0.32935, -1.71549], [0.98397, 1.36229, -0.21069], [-0.86191, 0.73996, 1.28518], [-1.77425, -0.24814, 0.04603]],
  "atomic_forces_ev_per_a": [[-0.48, -1.24, 0.26], [1.52, 0.53, -0.69], [-1.76, -1.71, -1.14], [0.74, -0.11, 0.99], [-0.17, 0.92, -0.04], [-0.23, 1.15, 1.22], [-1.20, -0.87, -1.44], [0.04, 0.55, 0.54], [1.54, 0.78, 0.29]],
  "lowdin_charge": [-0.219, -0.197, -0.186, 0.069, 0.105, 0.113, 0.123, 0.074, 0.117]
}


{
  "formula": "C3H6",
  "method": "ωB97M-V with the def2-TZVPD basis set",
  "spin_multiplicity": 1,
  "charge": 0,
  "e_lumo_ev": 1.32,
  "homo_lumo_gap_ev": 10.57,
  "energy_ha": -117.8482,
  "relative_energy_kj_mol": 62.2,
  "elements": ["C", "C", "C", "H", "H", "H", "H", "H", "H"],
  "xyz": [[0.86804, 0.94007, -0.42970], [-0.34464, 0.44486, -0.09459], [-0.43874, -0.93030, 0.26951], [1.01228, 1.96215, -0.72938], [1.81771, 0.36050, -0.53052], [-1.29322, 1.01623, -0.07756], [-1.48946, -1.09151, 0.47516], [-0.18642, -0.91163, 1.36965], [0.05443, -1.79038, -0.25256]],
  "atomic_forces_ev_per_a": [[-0.55, 0.13, -0.38], [2.38, 2.08, -1.84], [-1.21, -2.34, 3.15], [-0.18, 0.43, 0.04], [-1.18, 0.05, 0.39], [1.00, 0.03, -0.04], [-0.53, -0.98, -0.80], [0.63, -0.61, -0.84], [-0.37, 1.20, 0.31]],
  "lowdin_charge": [-0.021, -0.280, -0.168, 0.031, 0.071, 0.109, 0.058, 0.098, 0.102]
}


{
  "formula": "C3H6",
  "method": "ωB97M-V with the def2-TZVPD basis set",
  "spin_multiplicity": 1,
  "charge": 0,
  "e_lumo_ev": 1.35,
  "homo_lumo_gap_ev": 10.84,
  "energy_ha": -117.8027,
  "relative_energy_kj_mol": 181.7,
  "elements": ["C", "C", "C", "H", "H", "H", "H", "H", "H"],
  "xyz": [[-0.23313, -0.62467, -0.69299], [-0.53696, 0.68690, 0.35045], [0.78433, -0.01088, 0.33286], [-0.22572, -0.50854, -1.72186], [-0.53093, -1.52576, -0.49128], [-0.94219, 1.60702, -0.11805], [-1.02091, 0.04206, 1.20980], [0.91761, -0.45229, 1.27870], [1.71674, 0.52940, -0.09925]],
  "atomic_forces_ev_per_a": [[2.28, 6.20, 3.14], [-1.48, -4.66, -0.24], [1.28, 2.27, -3.60], [0.72, 1.12, -1.72], [-2.21, -4.76, 1.80], [0.64, -0.79, 0.74], [-0.25, 2.70, -1.54], [0.70, -1.03, 0.57], [-1.67, -1.04, 0.85]],
  "lowdin_charge": [-0.089, -0.120, -0.233, 0.050, 0.000, 0.090, 0.118, 0.065, 0.120]
}


{
  "formula": "C3H6AgBrO",
  "method": "ωB97M-V with the def2-TZVPD basis set",
  "spin_multiplicity": 2,
  "charge": 1,
  "e_lumo_ev": [-6.62, -9.24],
  "homo_lumo_gap_ev": [5.20, 2.58],
  "energy_ha": -2913.7755,
  "relative_energy_kj_mol": 0.0,
  "elements": ["Ag", "Br", "C", "C", "O", "C", "H", "H", "H", "H", "H", "H"],
  "xyz": [[-1.89104, -3.13847, -5.52668], [-0.76400, -2.03660, -3.34710], [0.83815, 1.18485, 1.85444], [-0.19902, 0.90359, 0.79824], [-1.10040, 1.66585, 0.55940], [-0.05577, -0.37172, -0.00356], [1.84053, 0.98749, 1.47875], [0.61757, 0.57901, 2.73388], [0.74488, 2.23152, 2.13987], [0.65066, -0.18521, -0.82192], [-1.00818, -0.62558, -0.46441], [0.32663, -1.19473, 0.59909]],
  "atomic_forces_ev_per_a": [[0.13, 0.14, 0.26], [-0.15, -0.13, -0.27], [-0.36, 0.41, -0.10], [0.06, -0.02, -0.14], [-0.16, 0.12, 0.01], [0.12, -0.09, -0.23], [0.05, -0.17, 0.14], [0.21, -0.17, -0.02], [0.09, -0.04, 0.02], [0.11, 0.01, 0.19], [-0.11, -0.02, 0.18], [0.00, -0.04, -0.03]],
  "lowdin_charge": [0.673, 0.359, -0.017, -0.508, 0.079, -0.056, 0.085, 0.093, 0.087, 0.075, 0.048, 0.083]
}


Q: Which formula does entry 3 have?
A: C3H5P